[1]
Entry from the OMol25 dataset: an isolated molecule of C4H6ClNOS (the ωB97M-V functional and the def2-TZVPD basis).

The value obtained for the max |F| is 0.059 Eh/bohr. For the LUMO energy, the calculation gives 0.020 Ha. The total energy is -1144.25009 Eh. The multiplicity is 1. The calculation puts the HOMO energy at -0.3100 Eh. The energy relative to the best compared isomer or geometry (same formula, charge and spin) is 415.7 kJ/mol.

Geometry as XYZ:
```
14
Properties=species:S:1:pos:R:3:forces:R:3:mulliken_charge:R:1
S 3.152754 -0.725493 -0.264500 -1.9 -0.1 1.9 -0.271
C 2.045829 -0.582984 1.044170 2.9 0.9 -0.2 -0.276
N 0.832248 -0.044085 1.014154 1.3 -0.1 -0.5 -0.044
O 0.370996 0.576362 -0.116408 -0.4 0.1 0.2 -0.235
C -0.496218 -0.309355 -0.771275 0.5 -1.7 0.3 0.046
C -1.466475 -1.089216 0.110721 0.0 2.8 -0.4 -0.669
C -1.965000 0.027250 -0.901310 0.8 -1.7 1.7 -0.064
Cl -2.663225 1.399187 -0.036373 0.4 -0.1 -0.7 -0.193
H 2.465006 -0.671617 2.114624 -1.1 -0.4 -1.6 0.276
H 0.315109 0.191299 1.820507 -0.4 0.3 0.9 0.290
H 0.114949 -0.979460 -1.474279 -1.4 1.3 0.4 0.292
H -1.546958 -0.899210 1.198845 0.0 0.4 -1.0 0.223
H -1.556892 -2.099444 -0.074153 -0.4 -1.9 -0.8 0.252
H -2.462967 -0.296332 -1.796830 -0.3 0.3 -0.1 0.373
```
Positions in Å, forces in eV/Å.

[2]
Entry from the OMol25 dataset: a cluster of 2 separate species, C4H6O in total (the ωB97M-V functional and the def2-TZVPD basis).

The value obtained for the max |F| is 0.057 Eh/bohr. For the LUMO energy, the calculation gives 0.028 Ha. The total energy is -231.09147 Eh. The multiplicity is 1. The calculation puts the HOMO energy at -0.3398 Eh. The energy relative to the best compared isomer or geometry (same formula, charge and spin) is 347.2 kJ/mol.

Geometry as XYZ:
```
11
Properties=species:S:1:pos:R:3:forces:R:3:mulliken_charge:R:1
C 0.865414 -0.724716 0.130636 -2.4 1.6 0.2 -0.969
C 0.475302 0.728759 -0.018715 -0.3 -0.5 0.7 0.575
C -0.345216 1.941601 -0.005180 1.4 -1.2 -0.1 -0.896
C 1.035910 1.852768 -0.388532 -0.4 0.4 -1.1 0.073
H 1.102278 -0.899603 1.154312 0.3 -0.3 0.8 0.297
H 1.666352 -0.885144 -0.495402 2.1 -0.5 -1.1 0.339
H 0.079431 -1.388469 -0.192484 -0.4 -0.2 0.1 0.241
H 1.896217 2.178535 -0.967298 -0.1 0.6 0.6 0.336
O -2.857536 -1.081662 0.027662 -0.8 -2.5 0.3 -0.633
H -2.039176 -1.380913 0.414735 0.3 0.2 0.1 0.302
H -2.782092 -0.191866 -0.199856 0.5 2.3 -0.4 0.336
```
Positions in Å, forces in eV/Å.

[3]
Entry from the OMol25 dataset: a structure of composition C44H47AsBrF4N4O3P3Pd (the ωB97M-V functional and the def2-TZVPD basis).

The value obtained for the max |F| is 0.025 Eh/bohr. For the LUMO energy, the calculation gives -0.226 Ha. The total energy is -8510.54792 Eh. The multiplicity is 1. The calculation puts the HOMO energy at -0.4856 Eh. The energy relative to the best compared isomer or geometry (same formula, charge and spin) is 14.2 kJ/mol. The net charge is +2.

Geometry as XYZ:
```
108
Properties=species:S:1:pos:R:3:forces:R:3:mulliken_charge:R:1
Pd -0.150329 0.235033 -0.308280 0.7 -0.8 0.7 0.548
F -4.556866 6.044745 -0.949758 0.1 -0.1 0.0 -0.294
C -3.510388 5.264292 -0.747453 -0.1 0.1 0.0 0.520
C -2.485340 5.677698 0.088191 0.0 0.1 0.0 0.481
F -2.542990 6.859283 0.681718 0.0 -0.1 -0.1 -0.292
C -1.396187 4.845489 0.287032 0.0 -0.2 0.1 -0.213
F -0.408020 5.291604 1.065839 -0.1 0.1 0.0 -0.396
C -1.306979 3.588962 -0.304015 0.0 0.1 0.1 0.449
P 0.139264 2.516200 -0.055723 -1.0 -0.4 0.0 0.315
C 1.312617 3.129773 -1.274913 0.1 -0.1 0.0 0.865
C 1.951978 4.353845 -1.071131 0.0 0.0 -0.1 -0.487
C 2.810338 4.845306 -2.042776 0.0 0.0 0.0 -0.912
C 3.020751 4.128817 -3.213794 0.0 0.1 0.0 -0.704
C 2.373848 2.919562 -3.422618 -0.1 -0.1 0.0 -0.680
C 1.522112 2.413245 -2.453014 0.0 0.0 0.0 -0.202
C 0.740781 2.763907 1.619231 0.1 0.1 -0.1 0.867
C -0.180781 2.766240 2.667353 0.0 0.0 0.0 -0.533
C 0.261757 2.849374 3.974174 0.0 0.0 0.0 -0.848
C 1.625474 2.919592 4.241614 0.0 0.0 0.0 -0.877
C 2.542112 2.905353 3.201904 0.0 0.0 0.0 -0.670
C 2.103915 2.824348 1.886706 0.0 0.0 0.0 -0.614
C -2.331017 3.216950 -1.177131 -0.1 0.0 0.1 0.067
Br -2.262914 1.619867 -2.163148 -0.1 0.4 -0.8 -0.098
C -3.424995 4.035376 -1.387956 0.0 0.0 0.0 0.360
F -4.404191 3.676219 -2.207589 0.1 0.0 0.0 -0.429
H 1.783663 4.922117 -0.165103 0.0 0.0 0.0 0.462
H 3.308725 5.792887 -1.887781 0.0 0.0 0.0 0.496
H 3.687292 4.520610 -3.971020 0.0 0.0 0.0 0.448
H 2.531336 2.371548 -4.342805 0.0 0.0 0.0 0.514
H 1.020353 1.463326 -2.609980 0.0 0.1 0.0 0.185
H -1.244210 2.711433 2.459502 0.1 0.1 0.0 0.444
H -0.452917 2.866055 4.786443 0.0 0.0 0.0 0.518
H 1.971315 2.993234 5.264557 0.0 0.0 0.0 0.420
H 3.602118 2.962682 3.412582 0.0 0.0 0.0 0.513
H 2.823818 2.809587 1.077500 0.0 0.0 0.0 0.189
C 4.702573 1.100722 -0.978326 -0.1 0.1 0.1 -0.516
N 4.463120 -0.102114 -0.172616 0.1 -0.4 -0.1 0.720
C 5.559268 -1.082878 -0.242276 -0.1 0.1 -0.1 -1.020
P 2.965553 -0.533868 0.269591 0.1 -0.3 0.3 -1.524
O 1.912536 0.309614 -0.376364 0.5 0.7 0.0 1.234
O 2.767617 -2.056750 -0.288318 -0.1 0.0 0.1 -0.052
P 1.378237 -2.542848 -0.967142 0.1 -0.2 -0.2 -1.600
O 0.210810 -1.821803 -0.355925 -0.4 -0.2 0.1 2.026
N 1.585902 -2.262388 -2.557293 -0.1 0.2 0.0 0.459
C 0.347518 -2.042778 -3.319879 0.1 -0.1 0.0 -0.892
C 2.792423 -1.683426 -3.145509 0.0 0.0 0.1 -0.849
N 1.232399 -4.132877 -0.699579 0.0 0.0 0.2 0.342
C 0.689293 -4.601997 0.585441 0.0 0.1 -0.1 -0.765
C 2.173033 -5.069353 -1.321760 -0.1 0.0 -0.1 -1.064
N 2.827324 -0.625759 1.905324 -0.1 0.0 -0.3 0.456
C 3.752133 -1.484789 2.659983 0.0 0.2 -0.1 -1.014
C 1.478989 -0.651540 2.485406 0.1 -0.1 0.1 -0.599
H 5.504322 1.685282 -0.526688 0.0 0.0 0.0 0.304
H 3.799341 1.706036 -1.034779 0.1 0.0 0.0 -0.076
H 5.001699 0.820841 -1.991019 0.0 0.0 0.0 0.313
H 6.481715 -0.615368 0.100899 0.0 0.0 0.0 0.357
H 5.702329 -1.424768 -1.270640 0.0 0.0 0.0 0.340
H 5.357980 -1.952141 0.372760 0.0 -0.1 0.0 0.327
H -0.399597 -2.792144 -3.060261 0.0 0.0 0.0 0.348
H 0.569125 -2.134006 -4.381513 0.0 0.0 0.0 0.492
H -0.072079 -1.048247 -3.128521 0.0 0.0 0.0 0.021
H 3.670847 -1.981945 -2.576825 0.0 0.0 0.0 0.254
H 2.740629 -0.589969 -3.177877 0.0 0.0 0.0 0.103
H 2.903996 -2.059331 -4.161562 0.0 0.0 0.0 0.496
H 0.054182 -3.836752 1.027189 0.0 0.0 0.0 -0.025
H 1.495557 -4.856351 1.278912 0.0 0.0 0.0 0.325
H 0.088448 -5.493703 0.409091 0.0 0.0 0.0 0.357
H 2.452177 -4.717003 -2.313049 0.0 0.0 0.0 0.294
H 1.683125 -6.036126 -1.427048 0.0 0.0 0.0 0.396
H 3.070859 -5.194873 -0.711191 0.0 0.0 0.0 0.287
H 4.751553 -1.427142 2.249067 0.1 0.0 0.0 0.324
H 3.418566 -2.526528 2.667274 0.0 0.0 0.0 0.303
H 3.800096 -1.120640 3.685288 0.0 0.0 0.0 0.373
H 0.892981 0.182575 2.119272 -0.1 0.1 0.0 -0.352
H 1.585517 -0.539137 3.563818 0.0 0.0 0.0 0.688
H 0.951721 -1.590893 2.278947 0.0 0.0 0.0 0.232
C -5.810949 2.400087 1.110945 0.0 0.0 0.0 -0.705
C -5.945736 1.529591 0.037064 0.0 0.0 0.0 -0.750
C -4.949819 0.603925 -0.239753 0.0 -0.1 0.0 -0.206
C -3.815068 0.557721 0.559721 0.0 -0.1 0.2 0.461
C -3.676776 1.429931 1.634563 0.0 0.0 0.0 -0.019
C -4.678243 2.349062 1.912554 0.0 0.0 0.0 -0.862
As -2.374010 -0.679446 0.232967 0.3 1.0 -0.3 1.078
C -2.934413 -1.965461 -1.068985 -0.1 -0.1 0.0 0.032
C -3.146083 -1.807194 -2.428824 0.0 0.0 0.0 -0.304
C -3.569770 -2.895521 -3.180975 0.0 0.0 0.0 -0.873
C -3.769310 -4.125922 -2.570849 0.0 0.0 0.0 -1.002
C -3.552094 -4.286401 -1.208701 0.0 0.0 0.0 -0.697
C -3.133365 -3.205800 -0.443584 0.1 0.1 0.0 0.539
C -2.852924 -3.244132 1.012593 0.0 0.1 -0.1 0.641
C -2.999951 -4.353308 1.836237 0.1 0.0 0.0 -0.400
C -2.677232 -4.257536 3.183888 0.0 0.0 0.0 -1.018
C -2.207503 -3.065999 3.721732 0.0 0.0 0.0 -0.774
C -2.065986 -1.946962 2.912298 0.0 0.1 0.0 -0.653
C -2.395291 -2.044147 1.571595 -0.1 -0.1 0.0 -0.303
H -6.593840 3.115042 1.327476 0.0 0.0 0.0 0.446
H -6.831376 1.568425 -0.583199 0.0 0.0 0.0 0.457
H -5.064366 -0.078564 -1.073206 0.0 0.0 0.0 0.341
H -2.789854 1.396686 2.260129 -0.1 -0.1 0.0 0.320
H -4.578495 3.021792 2.754935 0.0 0.0 0.0 0.486
H -2.997038 -0.853036 -2.917395 0.0 0.0 0.0 0.227
H -3.750112 -2.782630 -4.241830 0.0 0.0 0.0 0.493
H -4.102643 -4.968815 -3.161678 0.0 0.0 0.0 0.440
H -3.715941 -5.254290 -0.753340 0.0 0.0 0.0 0.461
H -3.366274 -5.291539 1.440159 0.0 0.0 0.0 0.444
H -2.797411 -5.121580 3.824077 0.0 0.0 0.0 0.433
H -1.964982 -3.008327 4.774567 0.0 0.0 0.0 0.475
H -1.712362 -1.013042 3.334194 0.0 0.0 0.0 0.556
```
Positions in Å, forces in eV/Å.

[4]
Entry from the OMol25 dataset: a cluster of 2 separate species, C2H10NS in total (the ωB97M-V functional and the def2-TZVPD basis).

The value obtained for the max |F| is 0.045 Eh/bohr. For the LUMO energy, the calculation gives -0.150 Ha. The total energy is -534.87092 Eh. The multiplicity is 1. The calculation puts the HOMO energy at -0.4874 Eh. The energy relative to the best compared isomer or geometry (same formula, charge and spin) is 46.9 kJ/mol. The net charge is +1.

Geometry as XYZ:
```
14
Properties=species:S:1:pos:R:3:forces:R:3:mulliken_charge:R:1
N -2.924544 -0.045082 0.569454 -0.5 -0.8 0.5 -0.410
H -2.621512 0.250235 1.498221 0.7 0.0 -0.1 0.398
H -2.182252 -0.505100 0.005232 0.4 0.7 0.2 0.144
H -3.597578 -0.794978 0.757121 -0.5 0.4 -0.3 0.399
H -3.311248 0.779464 0.111015 -0.3 -0.3 -0.3 0.377
C 2.130148 0.918377 -0.315448 -1.1 -0.1 0.3 -1.003
C 1.633480 -0.482420 -0.690869 1.7 0.8 -1.4 -0.324
S -0.020072 -0.854464 -0.164252 -0.3 -0.6 0.1 -0.314
H 1.968886 1.085280 0.736746 0.5 -0.1 0.6 0.308
H 1.514102 1.709488 -0.752559 0.2 -0.2 -0.4 0.303
H 3.163334 1.041845 -0.596329 0.3 0.1 0.0 0.321
H 1.672572 -0.539243 -1.789901 -0.6 -0.1 0.2 0.302
H 2.384396 -1.238079 -0.441203 -0.5 -0.1 0.6 0.344
H 0.190283 -1.325322 1.072776 0.2 0.1 0.0 0.155
```
Positions in Å, forces in eV/Å.